1.
22
Properties=species:S:1:pos:R:3 method="wB97M-V/def2-TZVPD" homo_energy_ev=-9.2 largest_force_ev_per_a=2.55 gap_ev=9.958 e_lumo_ev=0.763 total_energy_ha=-366.600239 smiles=CC(C)CN.O.O de_lowest_ev=1.3856
C -1.70 -1.25 0.73
C -2.72 -1.16 -0.41
C -4.10 -0.73 0.12
C -2.23 -0.20 -1.50
N -0.98 -0.64 -2.15
H -1.30 -0.25 0.92
H -1.01 -2.08 0.60
H -2.22 -1.58 1.65
H -2.86 -2.18 -0.79
H -4.72 -0.05 -0.49
H -4.72 -1.63 0.13
H -4.06 -0.22 1.07
H -1.99 0.72 -0.97
H -2.89 -0.14 -2.36
H -0.95 -1.64 -2.36
H -0.13 -0.72 -1.58
O 7.15 1.42 0.59
H 6.51 0.79 0.95
H 6.72 1.69 -0.24
O 5.95 3.54 1.79
H 6.51 2.77 1.55
H 5.74 3.53 2.74

2.
216
Properties=species:S:1:pos:R:3 method="wB97M-V/def2-TZVPD" homo_energy_ev=-9.0 largest_force_ev_per_a=4.28 gap_ev=9.159 e_lumo_ev=0.165 total_energy_ha=-4473.303839 de_lowest_ev=3.4208
C -2.98 1.22 -8.36
C -2.71 2.08 -7.21
O -2.22 1.50 -6.22
N -2.96 3.35 -7.35
C -2.63 4.34 -6.36
H -2.61 1.68 -9.28
H -4.04 0.94 -8.37
H -2.50 0.28 -8.12
H -3.30 3.76 -8.21
H -2.25 5.30 -6.71
H -1.92 4.01 -5.60
H -3.53 4.48 -5.76
C 7.06 1.75 5.03
C 6.13 1.56 3.85
O 5.89 2.50 3.11
N 5.57 0.37 3.71
C 4.47 0.15 2.78
H 6.55 1.98 5.97
H 7.69 2.63 4.90
H 7.70 0.91 5.28
H 5.88 -0.34 4.35
H 4.08 0.98 2.20
H 3.58 -0.25 3.28
H 4.79 -0.55 2.01
C -8.66 -2.00 -5.67
C -7.17 -1.90 -5.96
O -6.67 -2.46 -6.90
N -6.44 -1.15 -5.10
C -5.03 -1.02 -5.25
H -9.09 -1.07 -6.06
H -8.72 -2.18 -4.60
H -9.20 -2.86 -6.05
H -6.89 -0.84 -4.25
H -4.61 -0.65 -4.31
H -4.74 -0.27 -5.99
H -4.61 -2.02 -5.30
C -3.53 -2.77 3.13
C -2.06 -2.38 2.98
O -1.77 -1.19 2.85
N -1.14 -3.36 2.99
C 0.27 -3.18 2.79
H -4.03 -2.32 2.27
H -3.86 -2.37 4.08
H -3.74 -3.84 3.16
H -1.44 -4.17 3.52
H 0.80 -4.09 3.07
H 0.71 -2.32 3.31
H 0.52 -3.08 1.74
C 6.43 -1.22 -5.08
C 4.97 -0.93 -5.35
O 4.63 -0.04 -6.11
N 4.08 -1.77 -4.85
C 2.61 -1.68 -4.99
H 6.44 -2.26 -5.41
H 6.71 -1.12 -4.04
H 7.12 -0.74 -5.78
H 4.48 -2.48 -4.25
H 2.26 -2.53 -5.58
H 2.28 -0.81 -5.56
H 2.10 -1.59 -4.03
C 4.87 -4.73 0.34
C 4.42 -3.31 0.08
O 3.62 -2.78 0.82
N 5.09 -2.63 -0.89
C 4.87 -1.20 -1.17
H 5.93 -4.82 0.12
H 4.22 -5.39 -0.24
H 4.70 -5.17 1.33
H 5.62 -3.10 -1.60
H 4.17 -1.18 -2.01
H 5.79 -0.73 -1.53
H 4.47 -0.63 -0.33
C -4.98 2.11 -2.50
C -5.10 1.65 -1.01
O -6.01 2.15 -0.34
N -4.37 0.68 -0.56
C -4.52 0.22 0.83
H -3.95 1.97 -2.82
H -5.10 3.19 -2.66
H -5.61 1.50 -3.15
H -3.59 0.27 -1.05
H -4.64 0.95 1.64
H -3.71 -0.45 1.12
H -5.43 -0.38 0.89
C 1.37 -3.85 -1.44
C 0.33 -4.39 -2.48
O 0.63 -4.70 -3.62
N -0.91 -4.58 -2.08
C -1.48 -4.24 -0.77
H 1.46 -4.39 -0.50
H 1.04 -2.87 -1.08
H 2.31 -3.79 -1.99
H -1.58 -4.88 -2.76
H -1.61 -3.17 -0.55
H -0.98 -4.65 0.11
H -2.49 -4.64 -0.83
C 3.44 -3.16 5.27
C 3.14 -4.46 6.03
O 3.19 -5.59 5.56
N 2.72 -4.31 7.27
C 2.51 -5.50 8.11
H 2.48 -2.70 5.03
H 4.13 -3.21 4.42
H 3.99 -2.46 5.89
H 2.57 -3.37 7.60
H 2.51 -6.49 7.64
H 1.66 -5.53 8.78
H 3.27 -5.59 8.89
C -3.96 0.89 4.37
C -3.54 0.36 5.73
O -2.60 0.86 6.33
N -4.30 -0.60 6.25
C -3.96 -1.31 7.49
H -4.17 0.06 3.71
H -3.25 1.55 3.87
H -4.89 1.46 4.47
H -5.15 -0.79 5.73
H -3.33 -2.17 7.29
H -4.84 -1.71 8.00
H -3.60 -0.66 8.28
C -2.03 6.62 1.20
C -1.49 5.24 0.87
O -0.59 4.74 1.56
N -2.06 4.63 -0.14
C -1.66 3.27 -0.62
H -1.26 7.37 1.37
H -2.62 6.49 2.11
H -2.73 7.01 0.47
H -2.95 5.02 -0.41
H -0.69 3.43 -1.10
H -2.27 2.99 -1.48
H -1.67 2.47 0.11
C 0.64 0.37 -7.79
C 0.18 -0.99 -7.22
O 0.67 -2.00 -7.69
N -0.80 -1.00 -6.25
C -1.17 -2.16 -5.44
H 0.14 0.63 -8.73
H 1.73 0.42 -7.85
H 0.18 1.06 -7.10
H -1.29 -0.13 -6.07
H -1.98 -2.74 -5.90
H -1.45 -1.81 -4.45
H -0.31 -2.83 -5.37
C 4.59 8.63 1.28
C 3.27 7.85 1.37
O 2.46 8.14 2.24
N 3.10 6.96 0.42
C 1.88 6.16 0.25
H 4.95 8.48 0.26
H 5.34 8.24 1.97
H 4.32 9.68 1.43
H 3.87 6.92 -0.23
H 2.19 5.12 0.14
H 1.42 6.44 -0.70
H 1.27 6.16 1.16
C 0.46 -0.10 -1.53
C -0.57 -0.42 -0.39
O -1.67 -0.63 -0.76
N -0.16 -0.52 0.88
C 1.20 -0.22 1.37
H 0.03 -0.04 -2.53
H 1.24 -0.86 -1.60
H 0.99 0.82 -1.28
H -0.82 -0.78 1.60
H 1.20 -0.28 2.46
H 1.45 0.82 1.16
H 1.96 -0.89 0.96
C -0.47 2.28 3.90
C 1.04 2.54 3.85
O 1.84 1.77 4.41
N 1.49 3.65 3.19
C 2.90 4.03 3.05
H -0.93 3.13 3.37
H -0.80 2.12 4.92
H -0.64 1.40 3.28
H 0.77 4.22 2.76
H 3.24 4.09 2.02
H 3.53 3.36 3.64
H 3.05 5.03 3.47
C 2.86 1.93 -3.84
C 2.93 2.51 -2.44
O 1.97 3.01 -1.88
N 4.14 2.40 -1.88
C 4.57 2.79 -0.56
H 3.87 1.77 -4.22
H 2.28 2.59 -4.49
H 2.38 0.95 -3.81
H 4.98 2.16 -2.39
H 5.41 2.25 -0.13
H 3.76 2.78 0.17
H 4.79 3.85 -0.47
C 0.27 -0.83 6.29
C 1.63 -0.67 7.04
O 1.93 -1.56 7.84
N 2.42 0.39 6.75
C 3.74 0.60 7.41
H -0.56 -0.74 6.98
H 0.17 -1.86 5.93
H 0.20 -0.29 5.34
H 2.16 0.89 5.91
H 3.71 0.47 8.50
H 4.10 1.62 7.30
H 4.56 -0.05 7.11
C -7.80 -5.13 -1.73
C -7.02 -3.96 -1.18
O -7.37 -3.32 -0.21
N -5.91 -3.72 -1.88
C -5.05 -2.53 -1.74
H -8.86 -4.90 -1.87
H -7.67 -5.92 -0.98
H -7.45 -5.60 -2.65
H -5.83 -4.33 -2.69
H -5.03 -2.10 -0.74
H -5.46 -1.74 -2.37
H -4.00 -2.72 -1.99

3.
18
Properties=species:S:1:pos:R:3 method="wB97M-V/def2-TZVPD" homo_energy_ev="-8.0 / -8.0" largest_force_ev_per_a=1.56 gap_ev="8.375 / 8.375" e_lumo_ev="0.359 / 0.360" total_energy_ha=-268.930734 de_lowest_ev=5.0508
C 0.56 -1.35 -1.33
C 0.07 -1.61 1.02
C 0.79 -0.05 -1.76
H -0.39 -1.83 -1.54
H 1.37 -2.01 -1.05
H 1.83 0.26 -1.90
H 0.41 0.68 -0.64
H 0.10 0.38 -2.47
H -0.62 -1.37 1.85
H 1.08 -1.68 1.42
H -0.24 -2.58 0.63
N -0.02 1.06 0.54
C -1.24 1.71 0.58
N -1.57 2.78 1.18
H -0.03 -0.28 0.69
H 0.72 1.49 1.09
H -0.80 3.18 1.72
H -1.99 1.23 -0.04

4.
20
Properties=species:S:1:pos:R:3 method="wB97M-V/def2-TZVPD" homo_energy_ev=-11.9 largest_force_ev_per_a=2.55 total_charge=+1 gap_ev=2.880 e_lumo_ev=-9.054 total_energy_ha=-2453.946507 de_lowest_ev=5.8902
Sn -0.07 1.77 -7.49
O -0.43 1.45 -2.59
H -0.21 0.98 -1.77
C 2.83 3.22 0.92
N 2.35 4.51 0.42
O 1.14 4.70 0.37
O 3.18 5.37 0.11
H 3.05 3.36 1.98
H 3.70 2.88 0.37
H 1.94 2.59 0.89
C -2.68 -3.89 -3.09
Cl -3.23 -4.43 -1.49
Cl -1.10 -4.52 -3.50
H -3.45 -4.23 -3.80
H -2.55 -2.81 -3.07
C -0.91 -2.35 4.34
Cl -1.62 -1.17 3.21
Cl -0.04 -1.47 5.59
H -1.69 -2.97 4.78
H -0.20 -2.99 3.82

5.
24
Properties=species:S:1:pos:R:3 method="wB97M-V/def2-TZVPD" homo_energy_ev="-18.6 / -18.6" largest_force_ev_per_a=3.85 total_charge=+3 gap_ev="4.805 / 4.794" e_lumo_ev="-13.841 / -13.850" total_energy_ha=-18120.106859 de_lowest_ev=1.3107
Re 0.73 -0.76 -0.91
Br 1.87 2.55 0.51
C 0.22 1.89 1.12
C -0.55 2.66 1.97
C -1.75 2.13 2.44
C -2.13 0.85 2.07
C -1.31 0.17 1.20
N -0.16 0.67 0.72
C -1.69 -1.24 0.73
O -2.70 -1.76 1.06
O -0.74 -1.70 -0.07
H -0.21 3.64 2.26
H -2.38 2.72 3.10
H -3.04 0.38 2.42
Br -1.50 -0.24 -2.60
C -1.29 -2.07 -3.17
Br 0.47 -2.63 -2.59
H -1.33 -2.12 -4.26
H -2.04 -2.70 -2.69
Se 5.42 1.12 0.84
Sb 4.65 -0.57 -0.64
Se 2.31 -1.54 0.57
Se 2.00 0.82 -1.88
Se 5.18 -2.29 -2.21

6.
79
Properties=species:S:1:pos:R:3 method="wB97M-V/def2-TZVPD" homo_energy_ev=-7.5 largest_force_ev_per_a=2.91 gap_ev=7.803 e_lumo_ev=0.289 total_energy_ha=-9205.388581 smiles=CP(C)N1c2ccccc2Sc2cccc(C[C@H]3CO3)c21.ClCCl.ClCCl.ClCCl.ClCCl.ClCCl.ClCCl.ClCCl.ClCCl
C 3.88 -0.43 1.41
P 2.47 0.00 0.29
C 2.50 1.75 -0.34
N 0.91 -0.37 1.02
C 0.87 -0.20 2.46
C 0.42 1.02 2.95
C 0.35 1.24 4.31
C 0.70 0.25 5.22
C 1.11 -0.97 4.72
C 1.21 -1.21 3.36
S 1.79 -2.77 2.71
C 0.79 -2.86 1.22
C 0.37 -4.08 0.74
C -0.43 -4.13 -0.41
C -0.75 -2.95 -1.04
C -0.33 -1.72 -0.55
C -0.71 -0.39 -1.20
C -2.13 -0.54 -1.82
C -2.86 0.90 -2.16
O -2.21 -0.17 -3.15
C 0.47 -1.66 0.59
H 4.78 0.05 1.01
H 3.72 -0.19 2.47
H 4.06 -1.51 1.36
H 1.55 1.93 -0.87
H 2.53 2.49 0.48
H 3.30 1.94 -1.05
H 0.16 1.79 2.22
H 0.02 2.21 4.70
H 0.64 0.44 6.29
H 1.37 -1.78 5.40
H 0.67 -4.96 1.31
H -0.77 -5.11 -0.74
H -1.36 -2.96 -1.93
H -0.05 -0.10 -2.02
H -0.80 0.34 -0.40
H -2.77 -1.34 -1.44
H -2.08 1.38 -1.49
H -2.68 1.65 -2.95
Cl -3.57 -3.82 -1.84
C -4.45 -3.16 -3.23
Cl -6.03 -2.53 -2.74
H -3.87 -2.35 -3.65
H -4.59 -3.94 -3.96
Cl -2.63 -3.07 1.81
C -4.39 -3.18 1.71
Cl -5.18 -2.06 2.83
H -4.70 -2.94 0.70
H -4.69 -4.19 1.97
Cl -2.26 -6.57 5.18
C -3.39 -5.23 5.01
Cl -5.07 -5.79 4.96
H -3.27 -4.56 5.86
H -3.17 -4.70 4.09
Cl 5.07 0.31 -1.33
C 6.23 1.20 -2.33
Cl 5.45 1.81 -3.79
H 6.62 2.04 -1.76
H 7.04 0.53 -2.60
Cl -0.12 2.28 -6.69
C -0.08 1.37 -5.17
Cl 1.14 2.01 -4.06
H -1.06 1.44 -4.70
H 0.15 0.34 -5.39
Cl 1.56 4.67 -0.70
C 0.69 5.55 0.56
Cl 0.08 4.47 1.81
H 1.37 6.27 1.02
H -0.15 6.07 0.11
Cl 2.68 3.73 -10.31
C 1.00 3.37 -9.89
Cl 0.39 1.98 -10.79
H 0.94 3.15 -8.83
H 0.39 4.23 -10.13
Cl -0.38 4.39 8.21
C 0.36 4.95 6.70
Cl -0.48 4.30 5.29
H 0.32 6.03 6.67
H 1.39 4.61 6.67

7.
22
Properties=species:S:1:pos:R:3 method="wB97M-V/def2-TZVPD" homo_energy_ev=-8.3 largest_force_ev_per_a=2.86 gap_ev=9.178 e_lumo_ev=0.849 total_energy_ha=-706.548043 smiles=CNCCNCCS de_lowest_ev=1.1451
C -2.09 2.00 0.47
N -2.54 0.59 0.31
C -1.57 -0.47 0.62
C -0.62 -0.81 -0.63
N 0.43 -1.69 -0.17
C 1.79 -1.28 -0.58
C 2.14 0.09 -0.01
S 3.96 0.31 0.12
H -3.05 2.49 0.28
H -1.30 2.34 -0.22
H -1.79 2.13 1.50
H -2.69 0.42 -0.68
H -0.87 -0.21 1.40
H -2.10 -1.40 0.82
H -1.36 -1.23 -1.33
H -0.21 0.15 -0.95
H 0.23 -2.67 -0.27
H 2.45 -2.04 -0.18
H 1.93 -1.25 -1.66
H 1.72 0.25 0.98
H 1.81 0.84 -0.72
H 3.73 1.43 0.88

8.
46
Properties=species:S:1:pos:R:3 method="wB97M-V/def2-TZVPD" homo_energy_ev=-9.9 largest_force_ev_per_a=14.44 total_charge=+1 gap_ev=1.855 e_lumo_ev=-8.023 total_energy_ha=-3216.640490
C 2.55 0.60 1.17
P 1.31 0.84 -0.26
C 0.36 -0.76 -0.69
In -0.31 2.75 0.15
C -2.47 1.93 0.21
C -2.56 0.99 1.55
N -3.21 -0.21 1.47
H 2.24 -0.22 1.95
H 3.62 0.28 0.76
H 2.71 1.63 1.75
H 0.58 -1.68 0.00
H -0.82 -0.59 -0.70
H 0.63 -1.01 -1.83
H -0.03 3.62 1.69
H -0.09 3.93 -1.24
H -2.56 1.25 -0.75
H -3.25 2.82 0.19
H -2.02 1.35 2.55
H -3.57 -0.32 0.49
Be 0.73 3.79 -2.67
F 6.00 1.09 2.45
P 6.73 -0.02 1.62
F 6.03 0.91 0.58
F 6.01 -1.22 0.95
F 8.04 0.35 2.38
F 7.88 -0.21 0.60
F 6.41 -1.01 2.78
Cs 2.53 0.88 3.45
C -1.64 0.55 -3.68
O -0.41 0.66 -3.19
H -2.31 -0.18 -3.20
H -2.27 1.46 -3.65
H -1.74 0.27 -4.74
N -2.87 -2.59 -4.47
O -1.79 -3.20 -4.37
O -3.69 -2.93 -5.34
O -3.13 -1.65 -3.71
Cs -2.39 -0.55 -5.86
Cs -2.39 3.11 -3.22
O -3.70 -2.14 4.16
Cl -2.39 -2.75 3.99
O -2.37 -3.50 2.75
O -2.13 -3.64 5.10
O -1.38 -1.71 3.94
Mg -5.70 -0.99 3.63
F -1.10 -1.98 1.25